# C5H11IN2S

A cluster of 2 separate species, C5H11IN2S in total (ωB97M-V/def2-TZVPD, the Open Molecules 2025 dataset).

Last column: natural (NBO) charge in e.
Positions of all 20 atoms, in Å:
C: -2.8434 0.0936 1.2421  -0.209
S: 2.7143 1.6302 -0.4485  0.386
H: -4.3080 -1.0368 0.4748  0.469
C: 2.2033 1.1030 1.0851  -0.318
H: -2.4555 0.8158 1.9693  0.243
H: 3.4085 -0.0059 -2.5680  0.466
H: 1.0809 -0.3039 1.8757  0.232
C: 1.7834 0.2533 -1.3197  -0.230
H: 3.0112 -1.3438 -1.5446  0.466
H: -4.8833 0.2249 1.1337  0.467
C: 1.4096 0.0264 1.0155  -0.232
H: 2.1331 -1.1132 -3.0473  0.464
H: -4.2049 -0.9730 2.3072  0.495
N: 2.6374 -0.6427 -2.2663  -0.719
H: 0.9839 0.7370 -1.9203  0.245
C: 1.1549 -0.4933 -0.2142  -0.269
H: 0.3893 -1.2123 -0.4631  0.231
N: -4.1377 -0.4945 1.3441  -0.766
I: -2.3231 0.9191 -0.5637  0.305
H: 2.2461 1.8162 1.9081  0.274

For the highest occupied orbital energy (alpha / beta), the calculation gives -14.03 / -16.04 eV. The calculation puts the gap between HOMO and LUMO (alpha / beta) at 5.6 / 8.7 eV. Its charge is +2.